Entry 1:
{
  "formula": "C22H34O19S",
  "method": "the ωB97M-V functional and the def2-TZVPD basis",
  "e_above_lowest_kj_mol": 0.00,
  "smiles": "C[C@H]1COC(=O)O1.C[C@H]1COC(=O)O1.C[C@H]1COC(=O)O1.C[C@H]1COC(=O)O1.C[C@H]1COC(=O)O1.O=S1(=O)OCCO1",
  "lumo_energy_ev": 0.3,
  "homo_lumo_gap_ev": 10.7,
  "e_homo_ev": -10.4,
  "max_force_ev_per_a": 2.18,
  "total_energy_ha": -2686.49113,
  "species": ["C", "C", "C", "O", "C", "O", "O", "H", "H", "H", "H", "H", "H", "C", "C", "C", "O", "C", "O", "O", "H", "H", "H", "H", "H", "H", "C", "C", "C", "O", "C", "O", "O", "H", "H", "H", "H", "H", "H", "C", "C", "C", "O", "C", "O", "O", "H", "H", "H", "H", "H", "H", "C", "C", "C", "O", "C", "O", "O", "H", "H", "H", "H", "H", "H", "O", "S", "O", "O", "C", "C", "O", "H", "H", "H", "H"],
  "coordinates": [[-1.031, 0.324, 6.068], [-0.330, -0.981, 5.711], [0.410, -1.615, 6.882], [0.015, -2.994, 6.796], [-0.978, -3.135, 5.904], [-1.588, -4.137, 5.707], [-1.309, -1.954, 5.356], [-1.477, 0.361, 7.062], [-1.776, 0.666, 5.352], [-0.252, 1.096, 6.077], [0.366, -0.839, 4.884], [0.095, -1.288, 7.873], [1.480, -1.530, 6.701], [-0.136, 0.744, -1.053], [0.643, 0.422, 0.224], [0.185, 1.157, 1.515], [0.254, 0.100, 2.499], [0.506, -1.092, 1.901], [0.390, -2.147, 2.436], [0.633, -0.926, 0.591], [0.322, 0.184, -1.871], [-0.033, 1.798, -1.306], [-1.180, 0.440, -0.971], [1.691, 0.717, 0.108], [-0.834, 1.510, 1.361], [0.903, 1.949, 1.710], [3.725, -4.579, -0.683], [2.991, -3.287, -0.794], [3.856, -2.082, -0.409], [3.630, -1.146, -1.455], [2.745, -1.637, -2.343], [2.195, -1.011, -3.177], [2.561, -2.982, -2.126], [3.021, -5.356, -1.004], [3.974, -4.930, 0.318], [4.610, -4.597, -1.317], [2.069, -3.203, -0.211], [4.925, -2.309, -0.393], [3.630, -1.731, 0.598], [-0.649, -4.675, -2.813], [-0.831, -3.299, -2.215], [-1.520, -2.310, -3.223], [-2.647, -1.805, -2.523], [-2.725, -2.346, -1.309], [-3.453, -2.005, -0.433], [-1.847, -3.342, -1.201], [-1.533, -4.940, -3.390], [-0.509, -5.428, -2.036], [0.252, -4.697, -3.428], [0.030, -2.857, -1.717], [-1.818, -2.772, -4.162], [-0.806, -1.511, -3.432], [-3.975, 1.258, -3.876], [-3.570, 2.612, -3.381], [-3.149, 2.741, -1.899], [-1.895, 3.424, -2.041], [-1.507, 3.559, -3.315], [-0.418, 3.911, -3.653], [-2.473, 3.138, -4.152], [-4.737, 0.814, -3.235], [-3.145, 0.563, -3.994], [-4.414, 1.383, -4.869], [-4.353, 3.359, -3.550], [-3.036, 1.774, -1.415], [-3.770, 3.490, -1.411], [2.708, 3.895, 1.728], [2.725, 4.632, 0.491], [3.905, 4.626, -0.334], [1.393, 4.231, -0.298], [0.891, 5.342, -1.012], [1.074, 6.513, -0.029], [2.203, 6.174, 0.729], [1.493, 5.415, -1.925], [-0.125, 5.112, -1.319], [0.196, 6.552, 0.628], [1.134, 7.490, -0.507]]
}


Entry 2:
{
  "formula": "C22H35BaNO4P2",
  "method": "the ωB97M-V functional and the def2-TZVPD basis",
  "e_above_lowest_kj_mol": 190.73,
  "lumo_energy_ev": [-0.7, -0.7],
  "homo_lumo_gap_ev": [5.0, 4.9],
  "e_homo_ev": [-5.6, -5.6],
  "max_force_ev_per_a": 3.77,
  "total_energy_ha": -1922.84452,
  "species": ["P", "P", "C", "C", "H", "H", "H", "H", "C", "H", "H", "H", "C", "H", "H", "H", "C", "H", "H", "H", "C", "H", "H", "H", "Ba", "C", "C", "C", "C", "C", "C", "C", "C", "C", "H", "H", "H", "H", "H", "H", "H", "H", "H", "H", "H", "H", "H", "H", "H", "O", "C", "O", "C", "C", "C", "C", "C", "C", "N", "O", "O", "H", "H", "H", "H"],
  "coordinates": [[0.090, 1.103, -3.592], [-1.868, -1.055, -1.020], [-1.555, 0.233, -3.817], [-2.385, -0.009, -2.527], [-1.418, -0.704, -4.396], [-2.107, 0.903, -4.517], [-2.672, 0.968, -2.121], [-3.324, -0.499, -2.841], [-1.960, -2.567, -2.116], [-1.924, -3.524, -1.579], [-1.163, -2.569, -2.873], [-2.927, -2.531, -2.644], [-3.576, -1.341, -0.232], [-4.411, -1.787, -0.803], [-4.013, -0.340, 0.022], [-3.526, -1.956, 0.692], [0.821, 0.967, -5.337], [1.618, 1.713, -5.419], [0.095, 1.200, -6.129], [1.283, -0.002, -5.600], [-0.602, 2.910, -4.019], [-1.301, 3.219, -3.218], [-1.092, 3.071, -5.003], [0.232, 3.633, -4.003], [-2.273, 0.350, 1.606], [0.712, -1.113, -1.801], [0.997, -0.617, -3.147], [2.528, -0.546, -3.267], [3.104, 0.862, -2.948], [2.107, 1.946, -2.982], [0.933, 2.001, -2.156], [0.551, 1.218, -0.856], [1.055, -0.227, -0.603], [0.112, 1.863, 2.944], [0.792, -2.209, -1.610], [0.587, -1.337, -3.877], [2.919, -0.818, -4.261], [2.989, -1.232, -2.542], [3.660, 0.868, -1.991], [3.860, 1.096, -3.727], [2.466, 2.927, -3.349], [0.494, 3.001, -1.979], [-0.585, 1.168, -0.784], [0.819, 1.835, 0.021], [2.142, -0.216, -0.369], [0.564, -0.578, 0.350], [-0.189, 2.120, 3.974], [0.293, 2.748, 2.302], [0.959, 1.158, 2.967], [-0.748, -1.373, 2.807], [-1.161, -0.836, 3.890], [-2.268, -0.165, 3.950], [-0.336, -0.898, 5.151], [-0.966, -0.760, 6.400], [-0.264, -1.008, 7.582], [1.112, -1.317, 7.522], [1.774, -1.404, 6.276], [1.034, -1.199, 5.111], [1.886, -1.338, 8.706], [1.319, -1.195, 9.814], [3.125, -1.488, 8.610], [-2.023, -0.499, 6.445], [-0.763, -0.932, 8.553], [2.842, -1.612, 6.225], [1.526, -1.280, 4.136]]
}


Entry 3:
{
  "formula": "C22H35FI2N3O11P",
  "method": "the ωB97M-V functional and the def2-TZVPD basis",
  "smiles": "CC[C@@H](F)[C@]1(N)OC(=O)[C@@](N)(/C(I)=C(/C)I)[C@]1(N)P(=O)(O)O.O=C1CCCO1.O=C1CCCO1.O=C1CCCO1",
  "lumo_energy_ev": -0.1,
  "homo_lumo_gap_ev": 8.7,
  "e_homo_ev": -8.8,
  "max_force_ev_per_a": 0.89,
  "total_energy_ha": -2887.93878,
  "species": ["C", "C", "C", "F", "C", "N", "O", "C", "O", "C", "N", "C", "I", "C", "C", "I", "C", "N", "P", "O", "O", "O", "H", "H", "H", "H", "H", "H", "H", "H", "H", "H", "H", "H", "H", "H", "H", "H", "H", "O", "C", "C", "C", "C", "O", "H", "H", "H", "H", "H", "H", "O", "C", "C", "C", "C", "O", "H", "H", "H", "H", "H", "H", "O", "C", "C", "C", "C", "O", "H", "H", "H", "H", "H", "H"],
  "coordinates": [[2.336, 2.988, 1.003], [2.039, 2.011, -0.147], [1.144, 0.854, 0.239], [0.632, 0.253, -0.922], [1.623, -0.301, 1.154], [0.460, -1.042, 1.623], [2.197, 0.291, 2.310], [3.280, -0.424, 2.714], [3.570, -0.534, 3.848], [4.022, -0.855, 1.398], [4.485, 0.446, 0.920], [5.158, -1.869, 1.548], [5.092, -3.192, 3.202], [6.217, -2.048, 0.754], [7.296, -3.074, 0.975], [6.619, -0.926, -0.987], [2.737, -1.337, 0.646], [2.417, -2.642, 1.257], [2.743, -1.764, -1.133], [1.474, -2.381, -1.576], [3.139, -0.499, -2.018], [3.948, -2.795, -1.249], [1.930, 3.962, 0.738], [3.405, 3.125, 1.138], [1.888, 2.687, 1.946], [2.955, 1.692, -0.633], [1.482, 2.563, -0.909], [0.287, 1.294, 0.760], [-0.125, -1.326, 0.842], [-0.075, -0.413, 2.210], [4.415, 0.521, -0.085], [5.452, 0.581, 1.182], [6.905, -4.079, 0.815], [7.698, -2.986, 1.984], [8.121, -2.914, 0.285], [3.146, -3.312, 1.028], [1.565, -3.017, 0.857], [2.317, -0.190, -2.431], [3.646, -3.482, -1.866], [0.480, 5.337, -0.717], [-0.618, 5.217, -0.257], [-1.631, 4.120, -0.533], [-2.929, 4.714, 0.011], [-2.410, 5.635, 1.110], [-1.122, 6.082, 0.652], [-1.325, 3.227, 0.016], [-1.663, 3.893, -1.595], [-3.643, 3.977, 0.373], [-3.417, 5.304, -0.766], [-2.272, 5.111, 2.058], [-3.035, 6.507, 1.278], [-2.965, -0.376, -1.146], [-2.737, -1.075, -2.095], [-1.396, -1.471, -2.672], [-1.771, -2.010, -4.052], [-3.185, -2.527, -3.811], [-3.733, -1.660, -2.798], [-0.956, -2.239, -2.035], [-0.729, -0.618, -2.702], [-1.096, -2.774, -4.431], [-1.796, -1.192, -4.775], [-3.193, -3.548, -3.425], [-3.825, -2.475, -4.687], [-7.544, -2.792, 2.758], [-6.929, -2.042, 2.059], [-7.459, -0.862, 1.261], [-6.320, -0.572, 0.284], [-5.106, -1.052, 1.069], [-5.593, -2.140, 1.883], [-7.632, -0.037, 1.954], [-8.395, -1.126, 0.777], [-6.242, 0.469, -0.021], [-6.436, -1.178, -0.615], [-4.709, -0.281, 1.733], [-4.309, -1.415, 0.435]]
}